1.
Molecular formula: C53H91B3N13O4P
Method: DFT, ωB97M-V/def2-TZVPD

Values from the calculation:
Lowest unoccupied orbital energy = 0.0083 hartree
HOMO level = -7.77 eV
2S+1 = 1
Molecular weight = 1037.81 g mol⁻¹
HOMO-LUMO gap = 8.00 eV

Each line ends with the Mulliken charge.
Atoms and positions in Å:
1 C 5.9138 8.4934 -1.7237  -1.263
2 C 5.0390 7.6875 -2.7618  0.766
3 C 3.4890 7.7906 -2.5671  -0.864
4 N 5.6583 7.0634 -3.6970  -0.556
5 B 5.2384 5.6669 -3.8582  -0.028
6 O 6.1790 4.6607 -3.5182  -0.441
7 B 5.6661 3.3507 -3.6182  0.997
8 C 6.6074 2.0929 -3.1852  0.334
9 C 7.8889 2.2914 -2.5189  -0.614
10 C 8.6954 1.1665 -2.0930  -0.393
11 C 8.2565 -0.2173 -2.3143  -0.588
12 C 7.0004 -0.4308 -3.0133  -0.281
13 C 6.1689 0.6826 -3.4541  -0.236
14 O 4.3534 3.0102 -4.0242  -0.093
15 B 3.5769 4.1602 -3.6737  0.410
16 P 2.1545 4.1046 -2.3751  0.368
17 N 2.8681 4.3224 -0.7883  -0.594
18 O 1.0712 5.3858 -2.6802  -0.530
19 O 3.9451 5.3485 -4.3927  -0.308
20 H 5.6540 9.5847 -1.8685  0.336
21 H 6.9981 8.3601 -1.9310  0.328
22 H 5.6258 8.2573 -0.6666  0.310
23 H 3.2735 8.7765 -2.0797  0.424
24 H 3.0343 7.8499 -3.5909  0.249
25 H 3.0465 6.9683 -1.9560  0.023
26 H 8.2399 3.3290 -2.3336  0.320
27 H 9.6668 1.3064 -1.5584  0.312
28 H 8.8731 -1.0702 -1.9547  0.353
29 H 6.6650 -1.4774 -3.1923  0.220
30 H 5.2123 0.4667 -3.9801  0.135
31 H 2.2499 3.8803 -0.0994  0.313
32 H 2.9057 5.3124 -0.5299  0.256
33 H 0.2067 4.9406 -2.7694  0.234
34 C 4.6093 0.6900 -9.4659  -1.185
35 C 4.6658 1.9037 -8.5443  -0.580
36 C 5.0672 1.5456 -7.1108  0.301
37 C 4.0745 0.5977 -6.5263  0.227
38 N 3.3144 -0.1402 -6.0830  -0.543
39 H 3.8542 -0.0280 -9.1393  0.340
40 H 4.3486 0.9957 -10.4808  0.359
41 H 5.5757 0.1802 -9.5025  0.290
42 H 3.6887 2.3939 -8.5427  0.307
43 H 5.3851 2.6220 -8.9453  0.370
44 H 5.1085 2.4443 -6.4933  -0.204
45 H 6.0554 1.0805 -7.0926  0.377
46 C -3.7953 4.3426 -2.8139  -0.942
47 C -4.0049 3.6503 -1.4718  -0.169
48 C -2.8698 3.9159 -0.4785  0.015
49 C -1.5828 3.4137 -1.0240  0.048
50 N -0.5904 3.0082 -1.4424  -0.554
51 H -2.8962 3.9772 -3.3188  0.318
52 H -4.6440 4.1483 -3.4785  0.135
53 H -3.7036 5.4254 -2.6876  0.327
54 H -4.1053 2.5739 -1.6408  0.092
55 H -4.9452 3.9964 -1.0364  0.325
56 H -3.0731 3.4103 0.4685  0.252
57 H -2.7773 4.9859 -0.2784  0.255
58 C -2.0959 0.0991 -0.1023  -0.906
59 C -3.0171 -0.5144 0.9435  0.097
60 C -3.9483 -1.5800 0.3590  -0.481
61 C -4.8169 -0.9737 -0.6851  0.262
62 N -5.4884 -0.5042 -1.4906  -0.484
63 H -2.6577 0.6201 -0.8813  0.245
64 H -1.4285 0.8304 0.3581  0.272
65 H -1.4804 -0.6700 -0.5785  0.250
66 H -3.6089 0.2787 1.4089  0.369
67 H -2.4136 -0.9607 1.7248  -0.361
68 H -4.5775 -2.0024 1.1448  0.330
69 H -3.3700 -2.3922 -0.0840  0.275
70 C 1.4428 -3.7752 3.5364  -1.138
71 C 1.7363 -2.9291 2.3013  0.006
72 C 0.6333 -1.9154 2.0053  -0.151
73 C -0.6489 -2.6244 1.7576  0.197
74 N -1.6402 -3.1729 1.5703  -0.356
75 H 0.5421 -4.3753 3.4091  0.313
76 H 2.2673 -4.4657 3.7284  0.381
77 H 1.3149 -3.1447 4.4212  0.242
78 H 1.8711 -3.5893 1.4405  -0.168
79 H 2.6795 -2.3982 2.4474  0.408
80 H 0.8900 -1.3255 1.1228  0.390
81 H 0.5041 -1.2282 2.8447  -0.010
82 C 3.1601 -1.7846 -2.8390  -0.729
83 C 3.7778 -3.1772 -2.9406  -0.369
84 C 3.5339 -4.0421 -1.6991  -0.373
85 C 4.1333 -3.3976 -0.5019  0.291
86 N 4.6002 -2.8973 0.4197  -0.561
87 H 3.5944 -1.2083 -2.0183  0.351
88 H 3.3379 -1.2236 -3.7573  -0.065
89 H 2.0796 -1.8442 -2.6827  0.398
90 H 4.8531 -3.0750 -3.1102  0.113
91 H 3.3610 -3.6860 -3.8131  0.364
92 H 3.9850 -5.0273 -1.8333  0.382
93 H 2.4633 -4.1798 -1.5307  0.306
94 C -3.6732 -6.1040 2.1665  -0.770
95 C -3.3054 -7.4160 2.8525  -0.470
96 C -2.9124 -7.2300 4.3208  -0.183
97 C -1.7256 -6.3422 4.4233  0.224
98 N -0.8069 -5.6581 4.5022  -0.497
99 H -2.8291 -5.4124 2.1398  0.093
100 H -3.9738 -6.2877 1.1335  0.358
101 H -4.5045 -5.6117 2.6797  0.218
102 H -2.4821 -7.8846 2.3065  0.260
103 H -4.1575 -8.0986 2.7969  0.335
104 H -2.6716 -8.1947 4.7715  0.324
105 H -3.7369 -6.7883 4.8856  0.024
106 C -3.7426 -3.1148 6.6054  -0.872
107 C -5.1076 -3.2134 7.2770  -0.567
108 C -6.0306 -4.2287 6.5982  -0.375
109 C -6.2694 -3.8364 5.1845  0.271
110 N -6.4540 -3.5329 4.0931  -0.467
111 H -3.8257 -2.7665 5.5731  0.359
112 H -3.1082 -2.4038 7.1376  0.181
113 H -3.2366 -4.0839 6.6013  0.280
114 H -5.5776 -2.2262 7.2738  0.302
115 H -4.9712 -3.5003 8.3227  0.349
116 H -6.9883 -4.2744 7.1195  0.316
117 H -5.5855 -5.2258 6.6199  0.233
118 C 0.8824 0.9843 6.0388  -1.128
119 C -0.4820 0.8884 6.7132  -0.631
120 C -1.4092 -0.1262 6.0384  -0.144
121 C -1.6514 0.2662 4.6266  0.166
122 N -1.8354 0.5634 3.5330  -0.390
123 H 0.7972 1.3316 5.0068  0.330
124 H 1.5187 1.6952 6.5684  0.349
125 H 1.3869 0.0145 6.0349  0.275
126 H -0.9502 1.8765 6.7099  0.320
127 H -0.3432 0.6023 7.7587  0.342
128 H -2.3651 -0.1680 6.5633  0.259
129 H -0.9673 -1.1251 6.0598  0.237
130 C -3.2320 6.2688 3.4545  -1.064
131 C -4.5873 6.2099 4.1514  -0.442
132 C -5.5428 5.2002 3.5100  -0.299
133 C -5.8006 5.5695 2.0940  0.225
134 N -5.9995 5.8544 1.0001  -0.457
135 H -3.3272 6.5985 2.4178  0.307
136 H -2.5749 6.9779 3.9612  0.341
137 H -2.7448 5.2899 3.4610  0.269
138 H -5.0378 7.2058 4.1368  0.293
139 H -4.4373 5.9407 5.1999  0.314
140 H -6.4914 5.1839 4.0495  0.294
141 H -5.1172 4.1948 3.5433  0.238
142 C 3.4674 -9.2652 3.5009  -1.183
143 C 3.7606 -8.4218 2.2649  -0.556
144 C 2.6583 -7.4025 1.9645  0.360
145 C 1.3705 -8.1030 1.7165  0.269
146 N 0.3761 -8.6442 1.5268  -0.508
147 H 2.5640 -9.8652 3.3731  0.358
148 H 4.2906 -9.9556 3.6934  0.343
149 H 3.3394 -8.6345 4.3844  0.298
150 H 3.8948 -9.0851 1.4061  0.319
151 H 4.7046 -7.8912 2.4115  0.335
152 H 2.9203 -6.8157 1.0821  0.095
153 H 2.5328 -6.7145 2.8033  -0.130
154 C -7.2839 0.9634 -4.3082  -1.090
155 C -7.4036 1.3477 -5.7798  -0.478
156 C -6.1741 2.0970 -6.3014  -0.365
157 C -5.9845 3.3576 -5.5392  0.209
158 N -5.8388 4.3325 -4.9498  -0.522
159 H -7.2054 1.8440 -3.6674  0.293
160 H -8.1669 0.4078 -3.9879  0.367
161 H -6.4077 0.3348 -4.1352  0.303
162 H -8.2966 1.9643 -5.9151  0.314
163 H -7.5458 0.4418 -6.3744  0.317
164 H -6.2997 2.3383 -7.3585  0.298
165 H -5.2778 1.4812 -6.1989  0.278


2.
Molecular formula: C5H6O4Y
Method: DFT, ωB97M-V/def2-TZVPD

Values from the calculation:
Lowest unoccupied orbital energy (spin up / spin down) = -0.3641 / -0.3661 hartree
HOMO level (spin up / spin down) = -16.74 / -16.78 eV
2S+1 = 2
Molecular weight = 219.00 g mol⁻¹
HOMO-LUMO gap (spin up / spin down) = 6.83 / 6.82 eV
Charge = +2

Each line ends with the Mulliken spin population.
Atoms and positions in Å:
1 O 2.5622 0.8017 -0.2547  0.154
2 C 3.1989 1.8188 -0.6943  0.302
3 C 2.7150 3.1227 -0.4006  0.313
4 O 1.6293 3.2518 0.2604  0.143
5 Y 0.7468 1.3741 0.8981  0.043
6 H 4.1624 1.6833 -1.2013  0.021
7 H 3.3032 4.0081 -0.6740  0.021
8 C -3.3586 -2.1198 -0.9271  0.000
9 C -2.5802 -1.9020 0.1209  0.000
10 O -1.5906 -0.9156 0.0040  -0.001
11 C -0.5269 -0.8585 0.7425  0.005
12 O -0.3519 -1.9039 1.4869  0.000
13 H -3.2502 -1.5459 -1.8482  0.000
14 H -2.7130 -2.3378 1.1084  0.000
15 H -4.2569 -2.7229 -0.7962  0.000
16 H 0.3103 -1.7541 2.1752  0.000


3.
Molecular formula: C39H40GeN11O3S2SeTl
Method: DFT, ωB97M-V/def2-TZVPD

Values from the calculation:
Lowest unoccupied orbital energy (spin up / spin down) = -0.2881 / -0.3008 hartree
HOMO level (spin up / spin down) = -13.33 / -13.26 eV
2S+1 = 1
Molecular weight = 1130.91 g mol⁻¹
HOMO-LUMO gap (spin up / spin down) = 5.49 / 5.08 eV
Charge = +2

Each line ends with the Mulliken charge.
Atoms and positions in Å:
1 Tl 1.6586 -2.1015 0.6129  0.958
2 C -0.0128 -5.7012 -2.4180  -0.450
3 C 0.5596 -5.0190 -1.3454  -0.330
4 N 1.1566 -3.8516 -1.5236  -0.163
5 C 1.1686 -3.3232 -2.7510  0.247
6 C 0.4392 -3.9445 -3.7740  -0.387
7 N -0.1173 -5.1260 -3.6022  -0.562
8 C 2.0297 -2.1493 -2.9616  0.342
9 C 2.6069 -1.9279 -4.2105  -0.713
10 C 3.5254 -0.8914 -4.3728  0.516
11 C 3.7884 -0.0928 -3.2609  -0.500
12 C 3.1597 -0.3764 -2.0526  -0.273
13 N 2.3052 -1.3873 -1.9016  -0.325
14 C 3.5092 0.4159 -0.8629  0.738
15 C 3.7766 1.7882 -0.9258  -0.627
16 N 4.1884 2.4626 0.1298  -0.515
17 C 4.3566 1.8000 1.2615  -0.404
18 C 4.0112 0.4566 1.3611  -0.181
19 N 3.5822 -0.2223 0.3078  -0.404
20 C 4.2566 -0.6795 -5.6323  0.588
21 C 4.6456 0.5988 -6.0385  -0.595
22 C 5.4031 0.7306 -7.1943  -0.426
23 N 5.7563 -0.3061 -7.9223  -0.559
24 C 5.3851 -1.5177 -7.5730  -0.446
25 C 4.6319 -1.7608 -6.4319  -0.569
26 H -0.4061 -6.7033 -2.3286  0.470
27 H 0.5636 -5.4215 -0.3415  0.496
28 H 0.2835 -3.4923 -4.7423  0.496
29 H 2.3679 -2.5804 -5.0337  0.574
30 H 4.5179 0.6997 -3.3129  0.906
31 H 3.6310 2.3648 -1.8292  0.496
32 H 4.7512 2.3548 2.0994  0.452
33 H 4.0855 -0.0881 2.2900  0.455
34 H 4.3549 1.4810 -5.4891  0.505
35 H 5.7459 1.6964 -7.5401  0.380
36 H 5.7064 -2.3247 -8.2177  0.382
37 H 4.3739 -2.7732 -6.1633  0.454
38 C -4.9230 -3.2969 2.1372  -0.850
39 Ge -3.9570 -4.8353 1.3482  0.437
40 C -2.2828 -5.2837 2.3088  -1.116
41 C -5.1384 -6.3934 1.0575  -1.090
42 C -3.2648 -4.2543 -0.5111  -1.157
43 Se -2.0632 -2.7478 -0.4588  0.484
44 C -3.1595 -1.5287 -1.5089  -1.263
45 H -5.3615 -3.6077 3.0818  0.391
46 H -5.7301 -2.9654 1.4894  0.344
47 H -4.2522 -2.4650 2.3306  0.169
48 H -2.5036 -5.4985 3.3499  0.417
49 H -1.5789 -4.4544 2.2661  0.316
50 H -1.8213 -6.1658 1.8724  0.341
51 H -5.5525 -6.6912 2.0171  0.373
52 H -4.5925 -7.2358 0.6441  0.367
53 H -5.9623 -6.1458 0.3947  0.380
54 H -4.0941 -3.9998 -1.1656  0.536
55 H -2.7225 -5.0989 -0.9322  0.379
56 H -4.0696 -1.3064 -0.9560  0.412
57 H -3.4055 -2.0119 -2.4525  0.512
58 H -2.5882 -0.6240 -1.6985  0.343
59 N -2.5436 1.7952 3.0859  -0.204
60 C -2.5751 1.0542 1.9743  0.248
61 S -2.2515 -0.5958 2.0234  -0.222
62 N -2.8642 1.6170 0.7872  0.112
63 C -2.7887 2.9590 0.3658  0.543
64 C -2.0351 3.9108 1.0437  0.410
65 C -1.8984 5.1825 0.5166  -0.613
66 C -2.5276 5.5247 -0.6660  -0.757
67 C -3.2945 4.5846 -1.3354  -0.626
68 C -3.4173 3.3025 -0.8304  -0.557
69 H -2.3856 1.3518 3.9790  0.243
70 H -3.0080 2.6895 3.0967  0.241
71 H -3.0730 0.9576 0.0490  -0.189
72 H -1.5336 3.6642 1.9623  -0.058
73 H -1.2905 5.9047 1.0372  0.477
74 H -2.4383 6.5226 -1.0614  0.425
75 H -3.7921 4.8510 -2.2560  0.406
76 H -4.0094 2.5664 -1.3571  0.425
77 O -1.1906 2.7908 7.0529  -0.501
78 S -0.6897 4.0737 7.4511  1.117
79 O -1.6451 5.0748 7.8001  -0.485
80 O 0.6472 4.1342 7.9839  -0.448
81 C -0.0543 4.7387 5.7708  0.256
82 N 0.1546 5.9984 5.5890  -0.425
83 C 0.6909 6.3231 4.4174  -0.600
84 C 0.9959 5.3466 3.4695  -0.423
85 C 0.7120 4.0179 3.7945  0.103
86 N 0.1769 3.7402 4.9922  -0.221
87 C 0.8720 2.8342 2.9365  1.050
88 C 0.9990 2.8903 1.5478  -0.182
89 C 0.9688 1.7001 0.8358  -1.326
90 N 0.9151 0.5050 1.4086  0.682
91 C 0.8334 0.4497 2.7367  -1.109
92 C 0.7724 1.5758 3.5371  -0.807
93 H 0.8788 7.3761 4.2584  0.474
94 H 1.4599 5.6122 2.5326  0.604
95 H 1.0810 3.8276 1.0204  0.456
96 H 0.9857 1.7081 -0.2466  0.495
97 H 0.8006 -0.5437 3.1674  0.514
98 H 0.6392 1.5070 4.6061  0.719


4.
Molecular formula: C4H8Cl2NO
Method: DFT, ωB97M-V/def2-TZVPD

Values from the calculation:
Lowest unoccupied orbital energy (spin up / spin down) = -0.1893 / -0.1423 hartree
HOMO level (spin up / spin down) = -11.65 / -14.08 eV
2S+1 = 1
Molecular weight = 157.02 g mol⁻¹
HOMO-LUMO gap (spin up / spin down) = 6.50 / 10.21 eV
Charge = +1

Each line ends with the Mulliken charge.
Atoms and positions in Å:
1 C 1.1204 -0.0988 -0.5966  -0.593
2 C 0.3401 0.9054 1.4268  -0.806
3 C -0.1888 -0.4918 -1.3968  -0.709
4 C -2.0744 0.0746 -0.0576  0.453
5 N 1.2216 -0.1037 0.8757  0.038
6 O -1.3299 0.2836 -1.2002  -0.297
7 Cl -2.4203 -1.4792 0.5417  -0.096
8 Cl -3.3510 1.1392 0.2128  -0.080
9 H 1.7174 -0.9388 -1.0843  0.354
10 H 1.5627 0.7757 -1.1165  0.388
11 H 0.7582 1.8325 1.2602  0.368
12 H -0.1634 0.6920 2.3002  0.366
13 H 0.1731 -0.3152 -2.3633  0.378
14 H -0.3943 -1.5363 -1.1878  0.464
15 H 0.8565 -0.9603 1.3113  0.412
16 H 2.1721 0.2211 1.0745  0.359


5.
Molecular formula: C41H37BN6PbS2
Method: DFT, ωB97M-V/def2-TZVPD

Values from the calculation:
Lowest unoccupied orbital energy (spin up / spin down) = 0.0044 / -0.0083 hartree
HOMO level (spin up / spin down) = -6.07 / -5.31 eV
2S+1 = 1
Molecular weight = 895.93 g mol⁻¹
HOMO-LUMO gap (spin up / spin down) = 6.19 / 5.08 eV

Each line ends with the Mulliken charge.
Atoms and positions in Å:
1 Pb -1.3524 -0.2234 -1.0306  1.482
2 C 0.6934 -2.5020 -2.0988  -1.373
3 C 1.8248 -1.6465 -1.6500  2.313
4 C 2.1181 -0.8334 -2.8581  -0.611
5 C 1.2751 -1.1730 -3.8477  -1.137
6 C 0.3915 -2.2143 -3.3815  -0.645
7 H 0.2674 -3.2780 -1.4911  0.760
8 H 2.5519 -3.1376 -0.3296  0.526
9 H 2.9030 -0.0999 -2.8918  0.601
10 H 1.2542 -0.7618 -4.8412  0.680
11 H -0.3611 -2.6826 -3.9954  0.548
12 C 0.5289 4.4242 1.5426  -1.176
13 C 0.1827 3.7180 0.2822  0.683
14 C 0.0181 4.2250 -0.9950  -1.180
15 C -0.3549 3.1329 -1.7949  -0.150
16 N -0.3959 2.0416 -1.0227  -0.125
17 N -0.0720 2.4010 0.2231  0.853
18 B 1.0872 1.0819 2.4636  -0.878
19 N -1.1171 -0.7234 2.0834  1.025
20 N -1.5863 -1.4702 1.0812  -0.247
21 C -2.2421 -2.5082 1.6122  0.034
22 C -2.1719 -2.4075 3.0137  -1.206
23 C -1.4518 -1.2528 3.2698  0.712
24 C -1.0884 -0.6086 4.5560  -1.200
25 C -2.9043 -3.5279 0.8124  0.871
26 C -2.6442 -3.6578 -0.5509  0.556
27 C -3.2695 -4.6336 -1.3043  -0.872
28 C -4.1695 -5.5026 -0.7097  -0.434
29 C -4.4429 -5.3806 0.6424  -0.701
30 C -3.8189 -4.4052 1.3977  -0.752
31 N 2.2237 0.4276 2.0085  0.776
32 N 2.2583 -0.3877 0.9231  -0.319
33 C 3.5437 -0.7413 0.7118  0.433
34 C 4.3568 -0.1402 1.7405  -1.273
35 C 3.5203 0.5447 2.5471  0.361
36 C 3.8047 1.2975 3.7994  -1.448
37 C 3.9996 -1.5908 -0.3013  0.190
38 C 3.0290 -2.4599 -1.0584  0.734
39 C 3.6769 -3.2788 -2.1292  -1.068
40 C 4.9975 -3.2726 -2.3582  -0.508
41 C 5.8755 -2.4658 -1.5778  -0.889
42 C 5.3713 -1.6704 -0.5921  -1.032
43 C -0.7006 3.1184 -3.2092  0.709
44 C -0.7075 1.9335 -3.9448  0.393
45 C -1.0789 1.9315 -5.2756  -0.705
46 C -1.4291 3.1152 -5.9059  -0.427
47 C -1.4105 4.3014 -5.1887  -0.682
48 C -1.0573 4.3037 -3.8537  -0.698
49 H 0.9413 5.4016 1.3096  0.431
50 H 1.2555 3.8531 2.1170  0.115
51 H -0.3638 4.5619 2.1550  0.171
52 H 0.1673 5.2404 -1.3027  0.492
53 H 1.0850 1.7618 3.4042  -0.089
54 H -2.5738 -3.0826 3.7398  0.475
55 H -1.1740 -1.3254 5.3669  0.436
56 H -1.7598 0.2273 4.7580  0.173
57 H -0.0693 -0.2295 4.5094  0.118
58 H -1.9376 -2.9886 -1.0196  -0.349
59 H -3.0486 -4.7202 -2.3576  0.414
60 H -4.6603 -6.2634 -1.2978  0.396
61 H -5.1470 -6.0522 1.1118  0.395
62 H -4.0520 -4.3120 2.4471  0.335
63 H 5.4113 -0.2630 1.8769  0.463
64 H 4.8499 1.1639 4.0677  0.415
65 H 3.1872 0.9271 4.6175  0.264
66 H 3.6045 2.3616 3.6776  0.247
67 H 1.5296 -0.9930 -0.8095  -0.572
68 H 3.0129 -3.8859 -2.7302  0.400
69 H 5.4181 -3.8813 -3.1471  0.386
70 H 6.9357 -2.4889 -1.7764  0.396
71 H 6.0491 -1.0366 -0.0374  0.258
72 H -0.4009 1.0117 -3.4693  -0.176
73 H -1.0904 1.0048 -5.8306  0.426
74 H -1.7170 3.1141 -6.9461  0.397
75 H -1.6751 5.2291 -5.6758  0.387
76 H -1.0741 5.2283 -3.2976  0.345
77 S -3.4814 0.9966 -0.1596  -0.570
78 C -3.0669 1.7826 1.3489  0.592
79 C -4.1207 2.5025 1.9297  -0.773
80 C -3.9764 3.1775 3.1171  -0.817
81 C -2.7573 3.1560 3.7793  -1.042
82 C -1.7056 2.4535 3.2270  -0.678
83 C -1.8425 1.7736 2.0271  0.678
84 S -0.4182 0.8867 1.3564  -0.081
85 H -5.0630 2.5096 1.4045  0.478
86 H -4.8097 3.7239 3.5327  0.402
87 H -2.6255 3.6793 4.7125  0.492
88 H -0.7629 2.4346 3.7408  0.670